[1]
Here is a structure of composition C11H26ClI2LaN2P2Se from the Open Molecules 2025 dataset. Energies are from ωB97M-V/def2-TZVPD.

The energy above the lowest of the compared OMol25 structures with the same formula, charge and spin comes out at 31.7 kJ/mol. The value obtained for the HOMO energy is -13.3 eV. As for the net charge: +2. The value obtained for the lowest unoccupied orbital energy is -6.4 eV.

The geometry in XYZ format:
```
46
Properties=species:S:1:pos:R:3:forces:R:3:nbo_charge:R:1
I 0.0123 -1.7966 -5.7393 0.00 0.72 -0.04 -0.01
I 0.0121 0.9000 -6.0709 0.00 -0.72 0.12 0.02
La -0.0061 -0.6958 0.8281 0.04 -0.04 0.16 1.78
P -2.6607 0.0742 0.0264 -1.57 0.32 0.04 0.70
C -3.6744 -0.1197 -1.4739 0.26 -0.14 -0.26 -0.92
C -3.3665 -1.2338 1.1185 -0.13 -0.02 -0.17 -0.95
H -4.4390 -0.9917 1.1298 0.20 -0.35 0.25 0.27
H -4.4790 1.4210 0.9294 0.35 0.01 -0.09 0.25
H -2.9763 -1.2072 2.1488 -0.11 0.03 -0.44 0.23
H -2.9225 1.7319 1.7839 -0.17 0.02 -0.24 0.26
H -3.4202 -1.0795 -1.9454 -0.17 0.31 -0.03 0.25
H -3.2288 -2.2377 0.6899 -0.06 0.23 0.20 0.25
C -3.3933 1.5535 0.8088 0.29 0.23 0.00 -0.91
H -4.7506 -0.0959 -1.2389 0.42 0.02 -0.01 0.26
H -3.1963 2.4181 0.1620 -0.10 -0.12 0.23 0.26
H -3.4254 0.7002 -2.1624 -0.15 -0.30 0.09 0.27
P 2.6676 0.0435 0.0392 1.65 0.28 0.02 0.70
C 3.6808 -0.1299 -1.4647 -0.29 -0.09 -0.29 -0.92
C 3.4005 1.5209 0.8277 -0.29 0.22 0.02 -0.91
H 3.0207 -1.3001 2.1172 0.15 0.01 -0.46 0.24
H 4.4735 -1.0349 1.0925 -0.21 -0.34 0.21 0.27
H 3.2645 -2.2721 0.6222 0.07 0.21 0.20 0.25
C 3.4022 -1.2837 1.0844 0.10 -0.03 -0.06 -0.95
H 2.9220 1.7055 1.7982 0.18 0.01 -0.25 0.26
H 4.4849 1.3854 0.9579 -0.35 0.01 -0.09 0.25
H 4.7562 -0.1084 -1.2257 -0.43 0.02 0.00 0.26
H 3.4336 0.6959 -2.1462 0.15 -0.30 0.08 0.26
H 3.2132 2.3862 0.1783 0.09 -0.13 0.23 0.26
H 3.4297 -1.0869 -1.9432 0.17 0.31 -0.04 0.25
Cl 0.0122 1.3886 2.3246 0.00 -0.16 0.12 -0.60
C -2.5097 -2.3170 4.6753 -0.46 -0.22 -0.02 -0.41
N -1.1784 -1.9444 5.1283 0.67 -0.25 -0.28 -0.32
C -0.8534 -1.5071 6.4073 0.62 -0.02 -0.87 -0.04
C 0.4784 -1.2350 6.4002 -0.36 0.00 -0.45 -0.03
N 0.9457 -1.4931 5.1196 -0.78 -0.73 -0.32 -0.33
C 2.3089 -1.3057 4.6616 0.60 0.03 -0.02 -0.41
C -0.0622 -2.0100 4.3484 -0.08 1.11 1.98 0.25
Se 0.1008 -2.9185 2.7299 0.04 -0.17 -0.19 -0.28
H -2.9977 -1.4915 4.1371 0.27 -0.15 0.33 0.21
H -3.1215 -2.5682 5.5480 0.17 -0.01 -0.26 0.25
H -2.4391 -3.1780 3.9978 -0.04 0.20 0.33 0.24
H -1.5795 -1.4507 7.1914 -0.15 0.06 0.12 0.26
H 1.1298 -0.9014 7.1925 -0.06 0.06 -0.13 0.26
H 2.9623 -1.1511 5.5305 -0.24 -0.11 -0.31 0.25
H 2.6365 -2.1917 4.1033 -0.07 0.17 0.29 0.24
H 2.3915 -0.4257 4.0042 -0.20 -0.19 0.32 0.22
```
Positions in Å, forces in eV/Å.


[2]
Here is a structure of composition C11H26FNNbO5 from the Open Molecules 2025 dataset. Energies are from ωB97M-V/def2-TZVPD.

The value obtained for the HOMO energy is -4.0 eV. As for the net charge: -1. The value obtained for the lowest unoccupied orbital energy is 2.5 eV.

The geometry in XYZ format:
```
45
Properties=species:S:1:pos:R:3:forces:R:3:nbo_charge:R:1
C 5.4124 -1.3243 1.6800 0.05 0.11 0.02 -0.64
C 5.9240 -1.0866 0.2633 0.01 -0.22 0.11 -0.05
O 4.9130 -1.1503 -0.7142 -0.06 -0.03 -0.06 -0.54
C 4.0014 -0.0611 -0.6885 0.17 0.03 0.02 -0.09
C 3.1922 -0.0855 -1.9742 -0.04 0.05 0.20 -0.07
O 2.4957 1.1332 -2.0889 -0.02 -0.13 0.17 -0.56
C 1.0525 1.0026 -2.1856 -0.53 0.31 -0.61 -0.56
Nb -0.0792 0.6181 -0.2081 1.13 -0.35 -0.29 1.89
F 0.2591 -1.2083 -0.4647 0.40 -0.64 -0.25 -0.58
C -0.1665 2.8448 -0.1816 -0.01 0.37 -0.18 -0.99
C -1.0641 3.5108 0.8004 0.18 0.03 0.07 0.15
N -2.3241 3.4182 0.9273 -0.10 0.14 0.04 -0.67
C -1.2700 0.3256 1.7224 -0.39 0.24 -0.29 -0.55
O -2.6922 0.0969 1.5541 -0.17 -0.36 0.36 -0.56
C -2.9649 -1.2295 1.2404 0.17 0.49 -0.19 0.25
O -4.3434 -1.3506 1.0170 -0.08 -0.40 -0.02 -0.53
C -4.6637 -1.7068 -0.3087 0.46 0.17 0.07 -0.08
C -6.1738 -1.7956 -0.4863 -0.23 -0.01 -0.17 -0.07
O -6.8788 -0.9563 0.4145 -0.41 0.37 -0.23 -0.71
H 4.9234 -2.2968 1.7636 0.01 0.04 -0.08 0.21
H 6.2448 -1.2965 2.3912 -0.07 0.02 -0.07 0.20
H 4.6928 -0.5562 1.9700 0.05 -0.04 0.03 0.22
H 6.6386 -1.8715 -0.0091 -0.04 0.12 0.04 0.17
H 6.4501 -0.1208 0.2052 -0.08 -0.03 0.00 0.15
H 4.5608 0.8852 -0.6195 -0.09 -0.05 -0.08 0.16
H 3.3251 -0.1124 0.1724 0.03 -0.01 -0.03 0.18
H 3.8755 -0.2131 -2.8244 -0.04 0.04 0.02 0.16
H 2.5047 -0.9392 -1.9567 0.06 0.05 -0.03 0.18
H 0.7226 1.9349 -2.6606 0.10 -0.11 -0.03 0.18
H 0.8218 0.1998 -2.9122 0.07 0.09 0.05 0.16
H -1.7664 0.6073 -0.9942 0.01 0.16 0.74 -0.35
H 1.2454 0.8112 1.0725 -0.79 0.05 0.40 -0.33
H 0.8578 3.2214 -0.0756 -0.03 0.00 -0.10 0.23
H -0.4960 3.1087 -1.1959 -0.02 -0.07 0.07 0.24
H -0.5709 4.1929 1.5066 -0.01 -0.09 0.02 0.14
H -2.7102 2.7335 0.2743 0.08 -0.07 -0.05 0.33
H -1.2067 1.1270 2.4621 0.13 0.01 -0.13 0.20
H -0.8061 -0.5637 2.1963 -0.08 0.07 -0.02 0.17
H -2.6763 -1.8951 2.0696 -0.04 0.03 0.04 0.13
H -2.3963 -1.5190 0.3384 -0.05 -0.10 0.04 0.13
H -4.2294 -2.6928 -0.5415 -0.09 0.10 -0.11 0.16
H -4.2162 -0.9875 -1.0105 -0.11 0.05 0.14 0.18
H -6.5068 -2.8309 -0.3446 -0.01 0.09 0.10 0.15
H -6.3992 -1.5136 -1.5217 0.01 -0.17 0.03 0.16
H -7.5123 -0.4081 -0.0744 0.45 -0.33 0.22 0.47
```
Positions in Å, forces in eV/Å.


[3]
Here is a structure of composition C11H26N4O9Zn from the Open Molecules 2025 dataset. Energies are from ωB97M-V/def2-TZVPD.

The energy above the lowest of the compared OMol25 structures with the same formula, charge and spin comes out at 348.2 kJ/mol. The value obtained for the HOMO energy is 0.5 eV. As for the net charge: -2. The value obtained for the lowest unoccupied orbital energy is 4.0 eV.

The geometry in XYZ format:
```
51
Properties=species:S:1:pos:R:3:forces:R:3:nbo_charge:R:1
Zn -0.8659 0.9373 0.6718 -0.98 1.78 0.07 1.70
C -3.3239 0.5926 1.1628 3.22 9.62 -4.99 0.86
O -2.5442 -0.1902 0.5052 -0.01 -5.38 -0.85 -1.00
O -4.1188 1.3637 0.4750 -5.16 -3.91 -0.64 -0.78
O -2.6093 1.5052 1.7678 2.16 -1.35 6.06 -0.90
C -0.5515 3.4502 0.3875 -8.23 -2.11 2.66 0.88
O -1.3362 4.3480 0.8636 3.92 2.96 0.55 -0.77
O 0.1851 2.6344 1.0587 4.76 0.59 2.10 -1.01
O -1.2745 2.7425 -0.4194 0.48 -2.04 -5.19 -0.95
C -3.3997 -0.5805 -2.9234 -0.25 0.31 0.24 0.77
O -3.6300 -1.2338 -3.9337 -0.55 -0.71 -1.31 -0.77
N -2.1511 -0.2232 -2.6050 1.54 -0.08 -0.02 -0.87
N -4.2968 -0.1213 -2.0662 -1.38 -0.14 0.21 -0.84
H -1.5153 -0.2588 -3.3823 0.19 0.10 0.37 0.40
H -2.0047 0.3991 -1.8274 -0.06 0.44 -0.04 0.42
H -4.0225 0.2425 -1.1541 -0.33 0.57 0.55 0.46
H -5.2680 -0.2752 -2.2769 0.18 -0.11 0.22 0.37
C 2.3645 1.3894 -1.2864 0.70 1.41 0.12 -0.64
C 1.1498 0.8452 -1.9479 -1.44 0.91 -0.60 -0.09
C 1.5046 0.0263 -3.1857 0.19 1.63 -0.09 -0.07
O 0.4429 -0.7428 -3.6742 0.66 -1.55 -0.13 -0.54
C 0.7792 -1.4127 -4.8869 -0.40 0.15 0.07 -0.25
N 0.3784 0.1226 -0.9255 0.82 -1.91 -1.19 -0.87
H 2.0648 2.0615 -0.4788 -0.29 -0.67 0.63 0.29
H 2.8888 2.1382 -1.8867 0.25 -0.45 -0.65 0.20
H 3.0611 0.6049 -0.9834 0.07 0.03 0.24 0.17
H 0.5799 1.7019 -2.3130 -0.50 -0.04 0.49 0.24
H 2.4671 -0.4139 -2.9023 -0.11 -1.30 -0.59 0.15
H 1.6860 0.7391 -3.9967 0.67 0.31 0.10 0.16
H 0.0118 -2.1492 -5.1228 -0.15 0.09 0.30 0.20
H 1.7386 -1.9329 -4.8541 0.15 0.05 0.30 0.16
H 0.8055 -0.7144 -5.7271 0.10 0.25 -0.01 0.16
H -0.3079 -0.4805 -1.3771 -0.86 0.60 -0.42 0.40
H 1.0046 -0.6681 -0.7680 0.47 0.01 1.15 0.33
C 0.0307 0.6560 4.2021 1.13 -0.18 -0.20 -0.63
C 0.9244 0.1606 3.0225 0.28 0.99 1.59 -0.08
C 1.9865 -0.8633 3.4161 -0.73 -0.22 -1.17 -0.07
O 1.3708 -2.0596 3.8141 0.21 -0.86 1.12 -0.56
C 2.3157 -3.1051 4.0129 -1.66 0.01 0.85 -0.26
N 0.0462 -0.4191 2.0202 0.18 -1.52 1.33 -0.86
H -0.5743 -0.1420 4.6370 -0.22 -0.22 -0.50 0.19
H -0.6038 1.4703 3.8528 -0.02 0.02 0.11 0.29
H 0.6723 0.9162 5.0473 0.09 0.62 -0.11 0.18
H 1.4721 0.9818 2.5550 -0.18 0.35 0.23 0.23
H 2.7243 -0.5791 4.1687 0.13 0.43 -0.23 0.17
H 2.3779 -1.1148 2.4227 1.26 0.29 0.10 0.15
H 3.0548 -2.9097 4.7942 0.63 0.72 -0.54 0.16
H 2.6928 -3.4481 3.0494 0.41 -0.13 0.17 0.17
H 1.7454 -3.8662 4.5495 -0.17 -0.49 -0.67 0.19
H 0.5020 -1.2977 1.7884 0.04 0.00 -1.06 0.35
H -0.6300 -0.8269 2.6597 -1.19 0.18 -0.74 0.39
```
Positions in Å, forces in eV/Å.


[4]
Here is a structure of composition C11H26N4OPtSSe2 from the Open Molecules 2025 dataset. Energies are from ωB97M-V/def2-TZVPD.

The energy above the lowest of the compared OMol25 structures with the same formula, charge and spin comes out at 27.0 kJ/mol. The value obtained for the HOMO energy is -16.0 eV. As for the net charge: +2. The value obtained for the lowest unoccupied orbital energy is -6.4 eV.

The geometry in XYZ format:
```
46
Properties=species:S:1:pos:R:3:forces:R:3:nbo_charge:R:1
Pt 1.4378 -0.2193 0.8421 -0.18 0.09 0.20 0.53
C 4.7246 -1.3441 0.5531 -0.02 0.02 -0.11 -0.79
Se 3.7774 0.2396 1.1527 -0.15 0.08 0.26 0.61
C 3.7978 -0.0929 3.0883 0.03 -0.12 -0.08 -0.57
C 3.2588 -1.4639 3.4282 0.00 -0.02 -0.05 -0.58
Se 1.4646 -1.7478 2.6633 0.03 -0.06 0.13 0.61
C 1.6634 -3.6097 2.1462 0.03 0.05 -0.15 -0.78
H 5.7675 -1.2324 0.8401 0.00 0.00 0.02 0.26
H 4.6453 -1.3648 -0.5310 0.02 0.01 0.00 0.26
H 4.2970 -2.2495 0.9688 -0.02 0.00 -0.01 0.23
H 3.1976 0.7113 3.5111 0.01 0.01 0.02 0.26
H 4.8241 0.0188 3.4368 0.01 0.01 -0.02 0.27
H 3.1503 -1.5923 4.5042 -0.01 0.04 0.01 0.27
H 3.8992 -2.2586 3.0533 0.00 -0.02 0.03 0.24
H 1.9262 -4.1626 3.0451 -0.01 0.02 0.01 0.26
H 2.4225 -3.7196 1.3780 0.00 -0.02 0.01 0.24
H 0.6967 -3.9464 1.7813 0.00 0.00 0.00 0.26
C 1.6922 2.7410 -2.4672 -0.02 -0.01 0.03 -0.81
S 0.4835 2.0272 -1.3688 -0.07 0.01 -0.02 1.23
C -0.3507 3.5067 -0.8309 0.00 -0.03 -0.03 -0.81
O 1.2984 1.6270 -0.1190 0.26 -0.11 -0.22 -0.99
H 1.1615 3.1770 -3.3139 0.00 0.00 0.00 0.27
H 2.3382 1.9383 -2.8164 -0.01 0.00 0.00 0.26
H 2.2637 3.4969 -1.9311 -0.01 0.00 0.01 0.26
H -0.8505 3.9476 -1.6935 0.00 0.00 0.00 0.26
H 0.3801 4.1931 -0.4063 0.01 -0.01 0.00 0.26
H -1.0859 3.2158 -0.0830 0.00 -0.01 0.00 0.26
C -4.8254 1.1256 -0.9838 0.02 0.00 -0.01 -0.61
C -4.2587 -0.0259 -1.8070 0.02 -0.02 0.02 -0.23
C -3.1700 0.4424 -2.7670 -0.02 -0.01 -0.01 -0.62
C -3.7790 -1.1843 -0.9281 -0.07 0.01 -0.06 -0.22
N -2.5762 -0.8495 -0.1501 0.02 0.00 0.02 -0.15
C -1.2949 -1.0235 -0.4426 -0.02 -0.07 0.11 0.20
N -0.5984 -0.5370 0.5690 0.15 0.13 -0.15 -0.40
N -1.4801 -0.0541 1.4722 -0.06 0.01 0.02 -0.03
N -2.6645 -0.2418 1.0424 0.06 -0.02 0.05 0.01
H -5.2049 1.9055 -1.6430 -0.01 0.00 0.00 0.23
H -4.0630 1.5743 -0.3423 0.00 0.01 0.00 0.20
H -5.6453 0.7970 -0.3454 0.01 0.00 0.01 0.23
H -5.0680 -0.4608 -2.3998 -0.02 0.01 0.01 0.24
H -2.3547 0.9387 -2.2298 0.00 -0.01 0.00 0.18
H -3.5777 1.1661 -3.4715 0.01 0.00 0.00 0.24
H -2.7524 -0.3827 -3.3493 0.00 0.01 0.00 0.21
H -3.5248 -2.0554 -1.5307 0.02 -0.01 0.01 0.23
H -4.5324 -1.4703 -0.1970 -0.01 -0.01 -0.01 0.25
H -0.9109 -1.5007 -1.3279 0.00 0.03 -0.02 0.26
```
Positions in Å, forces in eV/Å.


[5]
Here is a cluster of 2 separate species, C11H26NO in total from the Open Molecules 2025 dataset. Energies are from ωB97M-V/def2-TZVPD.

The energy above the lowest of the compared OMol25 structures with the same formula, charge and spin comes out at 217.0 kJ/mol. The value obtained for the HOMO energy is -12.7 eV. As for the net charge: +1. The value obtained for the lowest unoccupied orbital energy is -4.1 eV.

The geometry in XYZ format:
```
39
Properties=species:S:1:pos:R:3:forces:R:3:nbo_charge:R:1
C 5.7861 -2.4306 0.4701 0.26 -0.54 0.37 -0.35
C 5.6698 -1.2403 -0.0836 -0.38 0.10 -0.24 -0.06
N 4.9641 -0.1625 0.6475 1.86 0.17 0.96 -0.53
C 3.4841 -0.3912 0.8934 -0.74 0.55 -0.69 -0.23
C 2.7371 -1.1567 -0.1817 -0.89 0.03 0.38 -0.46
C 1.3024 -1.3425 0.3534 0.31 -0.61 0.08 -0.05
O 1.2879 -2.1623 1.5101 0.31 0.05 0.27 -0.71
H 6.0692 -2.5766 1.5079 -1.37 -0.04 0.44 0.23
H 5.6177 -3.3109 -0.1362 1.48 -0.17 -0.32 0.25
H 6.0913 -1.0029 -1.0474 -1.21 0.08 -0.67 0.24
H 5.4071 -0.0980 1.5738 -0.13 0.18 -0.04 0.44
H 5.1506 0.7389 0.2039 -0.27 -0.05 -0.07 0.44
H 3.0371 0.6020 0.9265 0.18 0.15 0.09 0.23
H 3.3143 -0.8173 1.8767 0.45 -0.36 0.02 0.25
H 2.6379 -0.5981 -1.1119 0.38 0.00 -0.12 0.23
H 3.1175 -2.1566 -0.3723 0.29 0.07 -0.12 0.22
H 0.8778 -0.3896 0.6622 -0.19 0.03 -0.12 0.19
H 0.6885 -1.8046 -0.4196 -0.06 0.26 -0.15 0.19
H 1.7375 -2.9991 1.3281 -0.29 0.10 -0.06 0.47
C -5.3229 2.5825 0.2400 0.03 0.03 -0.14 -0.61
C -4.9298 1.5775 -0.8390 -0.07 -0.01 0.13 -0.40
C -4.2595 0.3219 -0.2823 0.03 -0.03 -0.12 -0.40
C -2.9370 0.5644 0.4468 -0.04 0.04 0.08 -0.40
C -1.8616 1.2632 -0.3834 0.06 -0.17 0.01 -0.40
C -1.4284 0.4628 -1.6086 0.06 0.21 0.01 -0.61
H -4.4525 2.9559 0.7823 -0.02 0.00 0.03 0.20
H -5.8249 3.4422 -0.2054 -0.01 0.01 0.05 0.22
H -6.0074 2.1308 0.9605 0.03 0.01 0.03 0.21
H -4.2807 2.0628 -1.5735 0.00 -0.03 -0.01 0.19
H -5.8301 1.2756 -1.3794 0.04 0.00 -0.04 0.21
H -4.1003 -0.3852 -1.1018 0.01 -0.01 0.02 0.20
H -4.9490 -0.1723 0.4083 0.00 0.01 0.00 0.21
H -2.5499 -0.4010 0.7911 0.02 0.01 -0.01 0.20
H -3.1209 1.1512 1.3508 -0.01 -0.01 -0.01 0.21
H -0.9865 1.4280 0.2552 -0.03 0.07 0.01 0.18
H -2.2018 2.2537 -0.6945 -0.01 0.00 0.02 0.20
H -1.0454 -0.5176 -1.3162 -0.08 -0.04 -0.03 0.19
H -0.6364 0.9900 -2.1458 -0.01 -0.05 -0.05 0.20
H -2.2527 0.3123 -2.3055 0.02 -0.03 0.00 0.22
```
Positions in Å, forces in eV/Å.


What did we get for gap between HOMO and LUMO? Answer: 6.9; 6.5; 3.5; 9.6; 8.6 eV, in the order shown.